{
  "formula": "C18H20B2F4N4O10V",
  "method": "wB97M-V/def2-TZVPD",
  "e_tot_ev": -83335.7916,
  "mol_weight_g_mol": 600.936,
  "homo_ha": [-0.40221, -0.40221],
  "gap_ev": [4.954, 4.955],
  "fmax_ev_per_a": 0.2,
  "charge": 1,
  "e_above_lowest_kj_mol": 0.0,
  "lumo_energy_ev": [-6.0, -6.0],
  "elements": ["V", "C", "C", "N", "O", "B", "F", "F", "O", "N", "C", "C", "C", "N", "O", "B", "F", "F", "O", "N", "C", "C", "C", "H", "H", "H", "H", "H", "H", "H", "H", "H", "H", "H", "H", "O", "C", "O", "C", "C", "C", "C", "O", "C", "O", "C", "C", "H", "H", "H", "H", "H", "C", "C", "O", "O", "H", "H", "H"],
  "coordinates": [[0.578, -0.728, 0.083], [4.259, -3.265, 0.232], [3.174, -2.324, -0.139], [2.349, -1.835, 0.705], [2.485, -2.208, 1.987], [1.551, -1.416, 2.806], [0.300, -1.486, 2.045], [1.464, -1.865, 4.056], [1.884, 0.027, 2.754], [1.648, 0.506, 1.526], [1.990, 1.715, 1.285], [2.648, 2.608, 2.274], [1.658, 2.133, -0.086], [1.133, 1.195, -0.777], [0.796, 1.484, -2.041], [0.405, 0.238, -2.737], [-0.167, 0.482, -3.915], [-0.478, -0.418, -1.763], [1.539, -0.694, -2.843], [1.892, -1.117, -1.614], [2.898, -1.900, -1.523], [3.702, -2.379, -2.674], [1.908, 3.494, -0.628], [4.651, -3.021, 1.217], [5.057, -3.258, -0.504], [3.842, -4.274, 0.284], [3.078, 2.026, 3.083], [1.909, 3.291, 2.699], [3.420, 3.206, 1.792], [3.283, -2.029, -3.611], [3.715, -3.470, -2.663], [4.733, -2.032, -2.584], [2.027, 4.219, 0.172], [1.088, 3.788, -1.281], [2.816, 3.491, -1.236], [-2.518, -1.388, 0.434], [-2.219, -0.240, 0.518], [-0.851, 0.124, 0.603], [-3.099, 0.928, 0.554], [-2.597, 2.222, 0.502], [-3.447, 3.326, 0.508], [-4.795, 3.063, 0.568], [-5.811, 3.949, 0.603], [-7.023, 3.181, 0.555], [-6.656, 1.809, 0.701], [-5.300, 1.765, 0.622], [-4.484, 0.673, 0.614], [-1.528, 2.375, 0.448], [-3.074, 4.339, 0.465], [-7.503, 3.333, -0.413], [-7.668, 3.477, 1.379], [-4.864, -0.337, 0.656], [-1.418, -4.136, -0.861], [-0.048, -3.564, -0.809], [0.989, -4.026, -1.166], [-0.057, -2.292, -0.241], [-1.367, -5.154, -1.235], [-2.031, -3.515, -1.515], [-1.867, -4.094, 0.130]]
}